Record 1
Computed, not measured: C8H25BN2OP2SeTi as an isolated structure at a distorted geometry, with the ωB97M-V functional and the def2-TZVPD basis.

Each line ends with the Löwdin charge.
Positions of all 41 atoms, in Å:
Ti1 -0.612 0.113 0.479  0.219
H1 1.002 -1.471 -1.164  0.049
H2 0.573 1.301 0.385  0.046
P1 -1.499 1.100 -1.532  0.739
P2 1.161 -1.310 1.425  0.738
C1 0.819 -3.128 1.187  -0.231
H3 1.517 -3.713 1.777  0.052
H4 -0.205 -3.342 1.466  0.034
H5 0.957 -3.312 0.127  0.024
C2 3.003 -1.308 1.413  -0.250
H6 3.390 -0.442 1.964  0.056
H7 3.382 -2.245 1.854  0.061
H8 3.311 -1.241 0.364  0.006
C3 0.807 -1.161 3.236  -0.265
H9 -0.226 -1.495 3.482  0.056
H10 1.506 -1.778 3.849  0.065
H11 0.893 -0.112 3.589  0.043
C4 -0.809 0.967 -3.214  -0.242
H12 -1.440 1.560 -3.882  0.063
H13 0.217 1.326 -3.257  0.008
H14 -0.829 -0.084 -3.514  0.058
C5 -3.128 0.317 -1.745  -0.245
H15 -3.609 0.130 -0.784  0.039
H16 -3.745 0.984 -2.346  0.054
H17 -3.002 -0.636 -2.262  0.060
C6 -1.918 2.870 -1.362  -0.236
H18 -1.080 3.487 -1.687  0.049
H19 -2.789 3.050 -1.993  0.053
H20 -2.160 3.103 -0.325  0.041
C7 -0.829 1.566 1.869  -0.152
O1 -0.950 2.422 2.666  0.101
H21 1.424 2.860 -0.684  0.117
H22 2.402 2.196 0.473  0.075
H23 3.320 0.396 -0.963  0.022
H24 1.962 1.037 -2.387  0.020
B1 2.514 1.150 -1.349  -0.135
N1 1.887 1.995 -0.339  0.070
H25 1.693 -1.334 -1.548  0.093
Se1 -4.051 -2.817 2.184  0.757
C8 -2.859 -1.856 1.505  -0.995
N2 -2.002 -1.142 1.042  -0.118

Frontier orbital gap (spin up / spin down), eV: 7.051 / 5.677
HOMO energy (spin up / spin down), eV: -10.3 / -11.1
Energy above the lowest of the compared OMol25 structures with the same formula, charge and spin, kcal per mole: 0.00
2S+1: 4
Total charge: +1
⟨S²⟩: 3.76

---

Record 2
Computed, not measured: C21H26BrN8O4Pt as an isolated structure at a distorted geometry, with the ωB97M-V functional and the def2-TZVPD basis.

Each line ends with the Löwdin charge.
Positions of all 61 atoms, in Å:
Pt1 -0.659 0.476 -0.413  1.238
N1 1.316 2.137 0.727  0.033
C1 2.208 1.401 1.594  -0.323
C2 2.192 2.098 2.970  -0.137
C3 0.752 2.127 3.581  -0.172
C4 0.460 1.159 4.701  -0.156
N2 0.730 -0.213 4.230  0.111
C5 -0.158 -1.166 3.785  -0.402
N3 0.340 -2.210 3.128  0.204
N4 -1.473 -1.142 4.053  0.213
C6 1.925 -0.094 1.623  -0.679
O1 2.687 -0.759 2.385  -0.061
O2 1.069 -0.586 0.907  -0.062
H1 1.532 2.100 -0.283  0.065
H2 1.322 3.163 0.955  0.112
H3 3.309 1.468 1.325  0.163
H4 2.597 3.094 2.828  0.101
H5 2.841 1.559 3.715  0.125
H6 0.219 1.728 2.721  0.071
H7 0.395 3.114 3.839  0.114
H8 -0.596 1.257 4.941  0.099
H9 1.078 1.359 5.559  0.112
H10 1.642 -0.351 3.776  0.094
H11 1.221 -2.019 2.740  0.052
H12 -0.268 -2.613 2.411  0.141
H13 -1.821 -0.253 4.303  0.044
H14 -2.035 -1.683 3.427  0.121
Br1 -4.049 -3.553 -1.897  0.781
C7 -2.746 -3.447 -3.233  -0.652
C8 -2.455 -4.530 -4.014  -0.148
C9 -1.463 -4.439 -4.988  -0.100
C10 -0.858 -3.237 -5.241  -0.092
C11 -1.015 -2.164 -4.378  0.009
C12 -1.995 -2.240 -3.329  -0.128
C13 -2.002 -1.101 -2.301  -0.683
O3 -1.399 -1.455 -1.193  -0.193
O4 -2.431 -0.008 -2.645  0.018
H15 -2.950 -5.473 -3.811  0.094
H16 -1.258 -5.271 -5.628  0.092
H17 -0.185 -3.163 -6.041  0.085
H18 -0.418 -1.315 -4.418  0.096
N5 -4.528 3.331 3.610  0.075
C14 -3.760 2.451 3.533  -0.406
N6 -2.873 1.465 3.473  0.027
C15 -2.403 1.229 2.312  -0.388
N7 -1.779 0.847 1.398  0.013
C16 1.919 -1.309 -1.829  -0.046
C17 1.599 0.098 -2.361  -0.355
C18 2.417 0.894 -3.181  -0.093
C19 1.795 2.182 -3.267  -0.097
C20 0.629 2.111 -2.525  -0.435
C21 -0.460 3.135 -2.299  -0.069
N8 0.495 0.848 -2.045  -0.148
H19 2.483 -1.807 -2.587  0.053
H20 1.026 -1.906 -1.579  0.061
H21 2.568 -1.205 -0.949  0.063
H22 3.382 0.603 -3.592  0.079
H23 2.124 3.068 -3.817  0.084
H24 -0.176 4.060 -2.777  0.058
H25 -0.618 3.309 -1.214  0.051
H26 -1.442 2.845 -2.713  0.072

Frontier orbital gap (spin up / spin down), eV: 6.887 / 6.584
HOMO energy (spin up / spin down), eV: -4.5 / -4.5
Energy above the lowest of the compared OMol25 structures with the same formula, charge and spin, kcal per mole: 6.94
2S+1: 3
Total charge: -1
⟨S²⟩: 2.00

---

Record 3
Computed, not measured: a 3-piece molecular cluster, C11H26F3O4S overall at a distorted geometry, with the ωB97M-V functional and the def2-TZVPD basis.

Each line ends with the Löwdin charge.
Positions of all 45 atoms, in Å:
F1 4.504 1.593 1.861  0.119
C1 3.435 1.808 1.007  -0.475
F2 2.744 0.571 0.937  0.055
F3 3.865 2.227 -0.240  0.105
C2 2.467 2.925 1.605  -0.087
C3 1.145 2.889 0.683  -0.358
S1 -0.248 2.061 1.585  1.059
H1 3.022 3.911 1.547  0.148
H2 2.214 2.740 2.696  0.124
H3 1.348 2.233 -0.235  0.104
H4 0.880 3.912 0.269  0.124
H5 -0.175 2.263 2.951  0.034
H6 -0.113 0.713 1.288  0.016
C4 2.469 -0.061 -1.993  -0.114
O1 1.595 0.215 -3.078  -0.197
C5 2.293 0.685 -4.233  -0.191
C6 2.494 -0.428 -5.254  -0.195
O2 3.352 -1.447 -4.749  -0.190
C7 2.635 -2.576 -4.268  -0.107
H7 1.923 -0.669 -1.268  0.088
H8 3.358 -0.611 -2.309  0.099
H9 2.765 0.873 -1.516  0.047
H10 3.250 1.137 -3.951  0.127
H11 1.674 1.466 -4.684  0.124
H12 2.983 -0.008 -6.138  0.128
H13 1.535 -0.850 -5.570  0.128
H14 2.307 -3.190 -5.113  0.092
H15 1.768 -2.289 -3.669  0.081
H16 3.309 -3.169 -3.649  0.091
C8 -2.108 -1.340 2.785  -0.106
O3 -2.948 -0.225 3.052  -0.214
C9 -3.916 -0.014 2.021  -0.200
C10 -5.278 -0.575 2.410  -0.195
O4 -5.239 -1.992 2.534  -0.187
C11 -5.132 -2.421 3.886  -0.101
H17 -1.603 -1.611 3.714  0.098
H18 -2.673 -2.204 2.431  0.095
H19 -1.351 -1.064 2.041  0.056
H20 -3.572 -0.442 1.073  0.127
H21 -4.008 1.068 1.885  0.120
H22 -5.993 -0.342 1.615  0.130
H23 -5.643 -0.115 3.334  0.130
H24 -6.110 -2.348 4.373  0.094
H25 -4.401 -1.835 4.448  0.082
H26 -4.821 -3.465 3.888  0.093

Frontier orbital gap, eV: 7.108
HOMO energy, eV: -11.4
Total charge: +1

---

Record 4
Computed, not measured: a 10-piece molecular cluster, C37H89O22P3 overall at a distorted geometry, with the ωB97M-V functional and the def2-TZVPD basis.

Each line ends with the Löwdin charge.
Positions of all 151 atoms, in Å:
C1 -0.448 -4.352 7.985  -0.120
O1 -1.291 -3.362 7.448  -0.230
P1 -2.194 -2.321 8.353  0.489
O2 -1.649 -1.886 9.674  -0.263
O3 -2.557 -1.096 7.355  -0.234
C2 -1.822 0.137 7.391  -0.098
O4 -3.633 -3.120 8.516  -0.263
C3 -4.915 -2.446 8.925  -0.043
H1 -0.370 -4.379 9.071  0.089
H2 0.536 -4.190 7.547  0.088
H3 -0.822 -5.315 7.636  0.088
H4 -0.840 0.063 7.860  0.087
H5 -2.454 0.950 7.749  0.091
H6 -1.550 0.397 6.368  0.081
H7 -4.583 -1.423 9.101  0.067
H8 -5.273 -2.902 9.848  0.089
H9 -5.635 -2.283 8.123  0.083
C4 7.648 6.428 -6.406  -0.109
O5 8.208 5.095 -6.492  -0.218
P2 9.490 4.887 -7.451  0.459
O6 10.494 5.978 -7.319  -0.246
O7 8.857 4.551 -8.962  -0.252
C5 8.439 5.635 -9.861  -0.079
O8 10.068 3.485 -6.931  -0.205
C6 9.420 2.214 -6.969  -0.103
H10 8.165 7.223 -6.945  0.078
H11 7.635 6.836 -5.395  0.083
H12 6.580 6.466 -6.622  0.084
H13 8.603 6.596 -9.372  0.070
H14 7.437 5.524 -10.276  0.089
H15 9.221 5.700 -10.618  0.086
H16 10.011 1.527 -7.575  0.086
H17 8.395 2.127 -7.331  0.090
H18 9.462 1.782 -5.969  0.087
C7 10.183 7.860 4.278  -0.088
O9 10.247 8.712 3.122  -0.216
P3 9.008 9.498 2.564  0.438
O10 9.182 10.532 1.428  -0.283
O11 8.370 10.081 3.850  -0.204
C8 7.433 11.136 3.754  -0.095
O12 7.966 8.345 1.964  -0.243
C9 8.576 7.095 1.600  -0.097
H19 10.579 8.290 5.198  0.097
H20 10.708 6.924 4.086  0.095
H21 9.139 7.579 4.410  0.082
H22 7.722 11.940 4.432  0.092
H23 6.504 10.740 4.163  0.089
H24 7.231 11.543 2.763  0.091
H25 7.825 6.426 1.180  0.095
H26 8.893 6.757 2.587  0.051
H27 9.458 7.268 0.985  0.096
C10 -2.560 4.719 -3.291  -0.195
C11 -2.040 6.012 -3.893  -0.151
C12 -3.206 6.455 -4.874  -0.203
O13 -4.077 5.397 -4.744  -0.150
C13 -4.043 4.894 -3.415  -0.199
H28 -2.270 4.631 -2.243  0.109
H29 -2.148 3.857 -3.814  0.115
H30 -1.117 5.698 -4.382  0.097
H31 -1.767 6.796 -3.187  0.102
H32 -2.932 6.648 -5.911  0.119
H33 -3.657 7.349 -4.444  0.109
H34 -4.550 3.929 -3.454  0.122
H35 -4.524 5.498 -2.646  0.125
C14 -7.794 -7.842 -2.964  -0.209
C15 -6.456 -7.338 -3.008  -0.209
C16 -5.988 -7.479 -1.566  -0.191
O14 -7.171 -7.277 -0.775  -0.137
C17 -8.351 -7.474 -1.560  -0.171
H36 -7.924 -8.902 -3.186  0.115
H37 -8.411 -7.427 -3.762  0.113
H38 -6.336 -6.289 -3.277  0.121
H39 -5.883 -7.902 -3.744  0.121
H40 -5.205 -6.752 -1.350  0.114
H41 -5.516 -8.444 -1.384  0.113
H42 -8.874 -6.522 -1.648  0.108
H43 -9.075 -8.143 -1.096  0.113
C18 9.305 -2.450 1.327  -0.160
C19 9.086 -0.969 1.616  -0.204
C20 9.117 -0.860 3.065  -0.238
O15 8.324 -1.999 3.394  -0.174
C21 8.596 -3.108 2.468  -0.165
H44 10.380 -2.605 1.416  0.115
H45 8.881 -2.794 0.384  0.115
H46 8.159 -0.562 1.211  0.120
H47 9.825 -0.315 1.154  0.114
H48 8.739 0.019 3.587  0.123
H49 10.078 -0.914 3.575  0.116
H50 7.590 -3.462 2.241  0.120
H51 9.181 -3.736 3.140  0.119
C22 -7.418 -10.272 5.217  -0.214
C23 -6.582 -9.171 5.760  -0.169
C24 -7.520 -8.783 6.912  -0.186
O16 -8.191 -9.997 7.300  -0.133
C25 -7.715 -11.007 6.460  -0.250
H52 -7.072 -10.889 4.388  0.118
H53 -8.279 -9.852 4.697  0.124
H54 -6.355 -8.279 5.176  0.114
H55 -5.609 -9.491 6.133  0.114
H56 -8.311 -8.066 6.688  0.117
H57 -7.027 -8.435 7.820  0.113
H58 -8.565 -11.665 6.283  0.124
H59 -6.874 -11.594 6.830  0.125
C26 -6.705 3.237 3.475  -0.125
O17 -8.013 3.774 3.537  -0.174
C27 -9.093 2.837 3.329  -0.171
C28 -9.317 1.717 4.402  -0.198
O18 -8.222 0.810 4.534  -0.217
C29 -8.254 -0.366 3.616  -0.061
H60 -6.545 2.256 3.027  0.074
H61 -6.427 2.875 4.465  0.082
H62 -5.992 3.906 2.993  0.087
H63 -8.939 2.353 2.365  0.111
H64 -10.024 3.404 3.310  0.119
H65 -10.278 1.208 4.329  0.119
H66 -9.338 2.214 5.372  0.120
H67 -7.245 -0.773 3.552  0.079
H68 -8.350 -0.021 2.587  0.073
H69 -8.956 -1.163 3.860  0.082
C30 -0.939 -0.114 -8.388  -0.086
O19 -1.021 -1.514 -8.808  -0.204
C31 -1.005 -2.402 -7.657  -0.179
C32 -1.754 -3.753 -7.876  -0.171
O20 -3.163 -3.612 -8.018  -0.159
C33 -3.483 -3.428 -9.318  -0.175
H70 -0.142 0.200 -7.713  0.076
H71 -1.854 -0.008 -7.805  0.086
H72 -0.793 0.569 -9.225  0.084
H73 -1.186 -1.819 -6.754  0.111
H74 0.010 -2.701 -7.394  0.111
H75 -1.675 -4.343 -6.963  0.122
H76 -1.297 -4.378 -8.643  0.124
H77 -3.177 -4.182 -10.043  0.090
H78 -3.058 -2.484 -9.660  0.081
H79 -4.554 -3.294 -9.472  0.090
C34 -0.907 -1.801 0.687  -0.091
O21 0.088 -2.383 -0.162  -0.183
C35 0.322 -1.595 -1.313  -0.219
C36 1.243 -0.443 -0.991  -0.285
O22 1.684 0.077 -2.156  -0.167
C37 2.571 1.223 -2.117  -0.071
H80 -1.413 -2.580 1.257  0.088
H81 -1.588 -1.108 0.193  0.089
H82 -0.244 -1.234 1.340  0.083
H83 -0.564 -1.244 -1.841  0.123
H84 0.787 -2.188 -2.101  0.128
H85 2.025 -0.870 -0.364  0.132
H86 0.771 0.329 -0.384  0.126
H87 2.928 1.452 -3.121  0.081
H88 3.364 1.030 -1.395  0.089
H89 2.194 2.238 -1.992  0.077

SMILES: COP(=O)(OC)OC.COP(=O)(OC)OC.COP(=O)(OC)OC.C1CCOC1.C1CCOC1.C1CCOC1.C1CCOC1.COCCOC.COCCOC.COCCOC
Frontier orbital gap, eV: 9.634
HOMO energy, eV: -9.4

---

Please write out number 2 again, unchanged.
Computed, not measured: C21H26BrN8O4Pt as an isolated structure at a distorted geometry, with the ωB97M-V functional and the def2-TZVPD basis.

Each line ends with the Löwdin charge.
Positions of all 61 atoms, in Å:
Pt1 -0.659 0.476 -0.413  1.238
N1 1.316 2.137 0.727  0.033
C1 2.208 1.401 1.594  -0.323
C2 2.192 2.098 2.970  -0.137
C3 0.752 2.127 3.581  -0.172
C4 0.460 1.159 4.701  -0.156
N2 0.730 -0.213 4.230  0.111
C5 -0.158 -1.166 3.785  -0.402
N3 0.340 -2.210 3.128  0.204
N4 -1.473 -1.142 4.053  0.213
C6 1.925 -0.094 1.623  -0.679
O1 2.687 -0.759 2.385  -0.061
O2 1.069 -0.586 0.907  -0.062
H1 1.532 2.100 -0.283  0.065
H2 1.322 3.163 0.955  0.112
H3 3.309 1.468 1.325  0.163
H4 2.597 3.094 2.828  0.101
H5 2.841 1.559 3.715  0.125
H6 0.219 1.728 2.721  0.071
H7 0.395 3.114 3.839  0.114
H8 -0.596 1.257 4.941  0.099
H9 1.078 1.359 5.559  0.112
H10 1.642 -0.351 3.776  0.094
H11 1.221 -2.019 2.740  0.052
H12 -0.268 -2.613 2.411  0.141
H13 -1.821 -0.253 4.303  0.044
H14 -2.035 -1.683 3.427  0.121
Br1 -4.049 -3.553 -1.897  0.781
C7 -2.746 -3.447 -3.233  -0.652
C8 -2.455 -4.530 -4.014  -0.148
C9 -1.463 -4.439 -4.988  -0.100
C10 -0.858 -3.237 -5.241  -0.092
C11 -1.015 -2.164 -4.378  0.009
C12 -1.995 -2.240 -3.329  -0.128
C13 -2.002 -1.101 -2.301  -0.683
O3 -1.399 -1.455 -1.193  -0.193
O4 -2.431 -0.008 -2.645  0.018
H15 -2.950 -5.473 -3.811  0.094
H16 -1.258 -5.271 -5.628  0.092
H17 -0.185 -3.163 -6.041  0.085
H18 -0.418 -1.315 -4.418  0.096
N5 -4.528 3.331 3.610  0.075
C14 -3.760 2.451 3.533  -0.406
N6 -2.873 1.465 3.473  0.027
C15 -2.403 1.229 2.312  -0.388
N7 -1.779 0.847 1.398  0.013
C16 1.919 -1.309 -1.829  -0.046
C17 1.599 0.098 -2.361  -0.355
C18 2.417 0.894 -3.181  -0.093
C19 1.795 2.182 -3.267  -0.097
C20 0.629 2.111 -2.525  -0.435
C21 -0.460 3.135 -2.299  -0.069
N8 0.495 0.848 -2.045  -0.148
H19 2.483 -1.807 -2.587  0.053
H20 1.026 -1.906 -1.579  0.061
H21 2.568 -1.205 -0.949  0.063
H22 3.382 0.603 -3.592  0.079
H23 2.124 3.068 -3.817  0.084
H24 -0.176 4.060 -2.777  0.058
H25 -0.618 3.309 -1.214  0.051
H26 -1.442 2.845 -2.713  0.072

Frontier orbital gap (spin up / spin down), eV: 6.887 / 6.584
HOMO energy (spin up / spin down), eV: -4.5 / -4.5
Energy above the lowest of the compared OMol25 structures with the same formula, charge and spin, kcal per mole: 6.94
2S+1: 3
Total charge: -1
⟨S²⟩: 2.00